Record 1
24
Properties=species:S:1:pos:R:3:forces:R:3 method="wB97M-V/def2-TZVPD" homo_energy_ev=-10.0 total_charge=0 spin_multiplicity=1 relative_energy_kj_mol=206.7 smiles=O.O.O.O.O.O.O.O
O -4.020 -9.717 30.329 0.084 0.232 -2.448
H -4.754 -10.190 30.720 -0.660 -0.766 0.578
H -4.240 -9.734 29.362 0.576 0.171 1.353
O -5.371 -12.810 29.532 -0.687 0.044 -0.160
H -5.535 -13.759 29.445 0.189 0.244 -0.007
H -6.260 -12.434 29.715 0.828 -0.328 -0.009
O -3.411 -8.868 32.757 -0.649 -0.392 1.023
H -3.876 -9.366 33.480 0.571 0.624 -1.442
H -3.738 -9.177 31.884 0.411 0.135 0.884
O -7.835 -12.244 30.595 -0.087 0.910 -0.029
H -8.173 -13.104 30.429 -0.204 -1.526 -0.053
H -8.627 -11.714 30.522 -0.326 0.694 0.094
O -6.036 -10.559 31.964 0.933 0.195 0.313
H -6.295 -9.634 31.928 -0.009 0.470 0.306
H -6.748 -11.047 31.585 -0.788 -0.760 -0.193
O -6.292 -7.829 31.458 -0.848 0.067 0.343
H -5.483 -7.347 31.401 1.114 0.564 0.559
H -6.382 -8.144 30.561 -0.172 -0.438 -0.796
O -6.772 -8.957 29.070 -0.653 0.784 -0.856
H -7.336 -8.455 28.453 0.337 0.000 0.464
H -6.836 -9.835 28.714 0.176 -0.910 -0.004
O -8.930 -8.761 31.996 0.737 -0.649 -0.483
H -8.097 -8.352 31.731 0.573 -0.388 0.097
H -9.397 -7.959 32.121 -1.447 1.025 0.464



Record 2
98
Properties=species:S:1:pos:R:3:forces:R:3 method="wB97M-V/def2-TZVPD" homo_energy_ev=-9.2 total_charge=0 spin_multiplicity=1 smiles="COC[C@](C[C@@H](C)I)(OC=O)B(O)O.O=C1C=C(O)C(=O)C=C1O.O=C1C=C(O)C(=O)C=C1O.O=C1C=C(O)C(=O)C=C1O.O=C1C=C(O)C(=O)C=C1O.O=C1C=C(O)C(=O)C=C1O"
C 0.635 -2.249 2.386 -0.017 -0.148 0.003
O 0.452 -2.133 0.986 0.066 0.149 0.061
C -0.697 -1.371 0.662 0.039 -0.128 -0.005
C -0.973 -1.721 -0.799 -0.233 -0.117 -0.120
C 0.064 -1.150 -1.765 -0.021 0.003 -0.001
C -0.122 0.308 -2.190 0.131 0.015 -0.078
C -0.346 1.348 -1.112 -0.001 -0.029 0.064
I 1.660 0.854 -3.307 -0.027 0.005 -0.085
O -2.263 -1.143 -1.217 0.087 0.153 0.166
C -3.367 -1.306 -0.448 -0.172 -0.097 -0.274
O -3.864 -0.426 0.186 0.100 -0.066 -0.018
B -0.979 -3.349 -0.817 0.110 0.241 -0.013
O -0.127 -4.087 -1.593 -0.522 -0.370 -0.011
O -1.829 -4.042 0.000 0.247 -0.163 0.148
H -0.047 -3.005 2.789 -0.014 0.127 0.088
H 0.450 -1.294 2.887 0.034 -0.029 0.014
H 1.661 -2.565 2.568 0.009 0.025 -0.057
H -1.539 -1.687 1.293 -0.013 0.110 0.002
H -0.533 -0.307 0.853 0.020 -0.029 -0.027
H 0.056 -1.748 -2.680 0.059 0.027 -0.020
H 1.046 -1.308 -1.314 -0.040 0.009 0.056
H -0.889 0.376 -2.956 -0.079 0.011 0.162
H 0.491 1.396 -0.413 -0.039 -0.029 -0.009
H -0.460 2.336 -1.556 0.019 -0.007 -0.026
H -1.267 1.116 -0.573 0.002 0.042 -0.021
H -3.829 -2.304 -0.558 0.074 0.029 0.167
H -0.190 -3.984 -2.544 0.292 0.256 -0.018
H -2.226 -3.529 0.709 -0.076 0.051 -0.010
C -2.027 -2.648 5.451 0.074 0.086 -0.095
C -2.386 -2.862 6.725 -0.080 0.045 0.046
C -3.472 -2.049 7.412 0.001 0.002 -0.002
O -3.707 -2.348 8.570 0.006 0.010 -0.011
C -4.142 -1.005 6.673 -0.041 0.029 0.044
C -3.793 -0.798 5.394 0.055 -0.049 -0.053
C -2.715 -1.620 4.712 -0.012 -0.058 -0.028
O -2.501 -1.359 3.539 -0.036 0.057 -0.024
O -4.340 0.112 4.608 -0.056 0.045 0.037
O -1.855 -3.786 7.508 0.047 -0.043 -0.033
H -1.268 -3.213 4.932 -0.029 -0.106 0.129
H -4.911 -0.430 7.170 -0.002 0.002 -0.015
H -3.909 0.022 3.733 0.015 -0.026 0.009
H -2.317 -3.701 8.369 -0.015 0.025 -0.009
C 1.621 6.908 0.523 -0.017 0.053 0.035
C 1.755 5.585 0.692 0.041 -0.071 -0.049
C 1.976 4.629 -0.468 0.020 0.007 -0.080
O 2.101 3.452 -0.176 0.010 0.006 0.110
C 2.021 5.153 -1.810 -0.050 -0.068 -0.070
C 1.887 6.476 -1.977 0.001 0.019 0.013
C 1.695 7.435 -0.817 0.040 0.005 -0.002
O 1.620 8.617 -1.112 0.000 -0.012 0.010
O 1.926 7.086 -3.152 -0.010 -0.046 -0.060
O 1.719 4.973 1.864 -0.012 0.046 0.057
H 1.474 7.595 1.345 0.003 -0.015 0.007
H 2.179 4.468 -2.631 -0.022 -0.003 0.001
H 1.775 8.035 -2.961 0.012 -0.004 0.033
H 1.857 4.022 1.665 0.003 0.007 -0.030
C 8.039 7.238 -2.747 0.052 -0.007 -0.008
C 7.123 6.606 -1.999 -0.101 0.009 -0.018
C 5.684 7.087 -1.884 0.062 -0.027 0.014
O 4.954 6.409 -1.179 -0.040 0.060 0.038
C 5.285 8.278 -2.589 -0.067 0.045 0.030
C 6.201 8.911 -3.338 0.082 -0.023 -0.013
C 7.636 8.422 -3.467 -0.015 0.019 -0.010
O 8.360 9.087 -4.187 -0.002 -0.014 0.018
O 5.965 10.008 -4.031 -0.071 0.028 -0.003
O 7.363 5.514 -1.296 0.063 -0.033 -0.001
H 9.061 6.899 -2.834 -0.008 -0.014 0.008
H 4.268 8.631 -2.488 0.019 0.005 -0.008
H 6.810 10.232 -4.474 0.015 -0.025 0.015
H 6.514 5.278 -0.867 -0.010 0.025 -0.013
C -1.287 -7.071 5.102 -0.004 0.005 0.042
C -1.211 -8.411 5.090 0.036 -0.044 -0.058
C -0.607 -9.184 3.927 -0.011 -0.004 0.024
O -0.591 -10.397 4.050 -0.001 0.017 -0.015
C -0.108 -8.456 2.788 0.025 -0.045 -0.033
C -0.188 -7.116 2.795 -0.063 0.045 0.056
C -0.777 -6.347 3.966 -0.017 0.031 0.054
O -0.779 -5.129 3.873 0.054 -0.074 -0.180
O 0.232 -6.355 1.803 0.052 -0.032 -0.057
O -1.637 -9.192 6.064 -0.030 0.036 0.066
H -1.704 -6.511 5.929 0.002 -0.012 0.004
H 0.311 -9.010 1.960 0.003 0.020 -0.006
H 0.040 -5.427 2.039 -0.033 -0.013 0.019
H -1.443 -10.108 5.775 0.012 0.010 -0.031
C -3.265 -1.821 -4.528 0.006 -0.007 0.031
C -3.629 -2.797 -5.373 -0.002 0.008 -0.090
C -3.744 -2.579 -6.874 -0.001 -0.022 0.019
O -4.076 -3.553 -7.526 -0.002 0.025 0.001
C -3.456 -1.273 -7.417 -0.011 0.002 -0.066
C -3.088 -0.297 -6.572 0.002 0.002 0.087
C -2.970 -0.518 -5.075 0.052 -0.040 0.084
O -2.614 0.443 -4.415 -0.051 0.060 -0.113
O -2.793 0.936 -6.942 -0.001 0.015 -0.091
O -3.917 -4.033 -5.006 0.011 -0.012 0.077
H -3.176 -1.959 -3.460 0.010 -0.011 0.008
H -3.541 -1.123 -8.483 0.009 0.013 0.006
H -2.548 1.415 -6.123 -0.009 -0.031 0.025
H -4.141 -4.511 -5.831 0.002 0.028 -0.020



Record 3
16
Properties=species:S:1:pos:R:3:forces:R:3 method="wB97M-V/def2-TZVPD" homo_energy_ev=-9.3 total_charge=0 spin_multiplicity=1 relative_energy_kj_mol=231.8 smiles="C=C(N)CCC=O"
O 0.741 1.960 1.539 0.096 -0.086 0.174
C 0.901 0.768 1.445 -0.128 0.592 -0.747
C 1.404 0.123 0.154 -0.875 0.445 0.741
C 0.563 -1.070 -0.308 0.176 -0.230 -2.141
C -0.802 -0.642 -0.885 -0.293 -0.410 1.621
C -1.125 -0.889 -2.152 1.206 -1.024 0.354
N -1.697 -0.160 0.146 0.186 1.160 -0.301
H 0.615 0.137 2.307 0.242 -0.351 -0.064
H 1.310 0.856 -0.646 0.040 0.341 0.160
H 2.479 -0.034 0.262 -0.040 -0.619 0.087
H 1.112 -1.409 -1.200 -0.002 -0.498 0.429
H 0.429 -1.913 0.363 0.206 0.080 0.442
H -1.957 -0.627 -2.783 -0.413 0.077 0.554
H -0.428 -1.648 -2.522 -0.008 0.790 -0.890
H -1.469 -0.614 1.025 -0.032 -0.373 -0.133
H -1.469 0.810 0.372 -0.361 0.106 -0.287